# 1
This record from the OMol25 dataset describes a 16-piece molecular cluster, C64H176N16O16 overall at a distorted geometry. The level of theory is wB97M-V/def2-TZVPD.

Cartesian coordinates (Å):
C1 -16.217 -12.248 -18.841
C2 -15.231 -13.366 -19.075
C3 -14.578 -13.966 -17.817
O1 -15.515 -14.040 -16.733
C4 -14.936 -14.531 -15.515
N1 -15.954 -14.473 -19.666
H1 -16.507 -11.733 -19.756
H2 -15.767 -11.602 -18.086
H3 -17.144 -12.587 -18.378
H4 -14.511 -12.971 -19.791
H5 -13.772 -13.299 -17.510
H6 -14.081 -14.915 -18.017
H7 -14.395 -15.456 -15.714
H8 -15.657 -14.732 -14.723
H9 -14.195 -13.782 -15.235
H10 -16.663 -14.746 -19.000
H11 -16.465 -14.075 -20.440
C5 -11.771 -30.165 -7.438
C6 -10.882 -29.236 -8.180
C7 -11.419 -28.786 -9.600
O2 -10.407 -28.135 -10.337
C8 -10.919 -27.773 -11.628
N2 -10.722 -28.039 -7.343
H12 -11.911 -31.107 -7.969
H13 -12.753 -29.715 -7.293
H14 -11.368 -30.483 -6.476
H15 -9.927 -29.760 -8.166
H16 -12.329 -28.192 -9.508
H17 -11.698 -29.685 -10.149
H18 -11.850 -27.217 -11.518
H19 -11.247 -28.603 -12.254
H20 -10.182 -27.157 -12.144
H21 -10.232 -28.215 -6.478
H22 -10.040 -27.498 -7.855
C9 3.268 -17.616 -6.520
C10 4.550 -17.033 -5.949
C11 4.995 -17.770 -4.653
O3 6.425 -17.775 -4.464
C12 6.851 -16.542 -3.931
N3 5.599 -17.381 -6.920
H23 2.467 -17.692 -5.785
H24 3.409 -18.635 -6.880
H25 2.934 -17.035 -7.379
H26 4.497 -15.945 -5.907
H27 4.697 -18.817 -4.717
H28 4.452 -17.373 -3.796
H29 6.877 -15.827 -4.754
H30 7.865 -16.674 -3.553
H31 6.115 -16.260 -3.178
H32 5.618 -16.595 -7.554
H33 6.489 -17.338 -6.444
C13 6.494 -24.543 -8.836
C14 6.186 -23.884 -7.444
C15 5.491 -24.881 -6.500
O4 4.443 -25.591 -7.063
C16 3.240 -24.898 -7.155
N4 7.434 -23.393 -6.950
H34 7.080 -23.814 -9.395
H35 5.576 -24.659 -9.412
H36 6.964 -25.526 -8.813
H37 5.642 -22.952 -7.598
H38 5.104 -24.422 -5.591
H39 6.219 -25.649 -6.236
H40 2.399 -25.544 -7.405
H41 3.294 -24.048 -7.835
H42 3.063 -24.418 -6.193
H43 7.202 -22.816 -6.155
H44 7.881 -22.759 -7.597
C17 -14.605 -21.928 -5.129
C18 -14.855 -22.221 -6.616
C19 -13.753 -21.675 -7.562
O5 -13.913 -20.271 -7.613
C20 -12.770 -19.517 -8.018
N5 -14.955 -23.643 -6.550
H45 -15.352 -22.347 -4.456
H46 -14.619 -20.840 -5.054
H47 -13.657 -22.232 -4.685
H48 -15.844 -21.807 -6.809
H49 -13.805 -22.140 -8.546
H50 -12.787 -21.999 -7.177
H51 -11.870 -19.908 -7.544
H52 -12.900 -18.491 -7.673
H53 -12.625 -19.439 -9.096
H54 -14.529 -23.989 -5.703
H55 -14.329 -23.997 -7.259
C21 -13.527 -20.800 -21.814
C22 -13.599 -20.528 -23.289
C23 -15.072 -20.852 -23.786
O6 -15.405 -22.260 -23.675
C24 -14.784 -23.144 -24.627
N6 -13.132 -19.135 -23.508
H56 -13.844 -21.783 -21.468
H57 -14.072 -20.015 -21.289
H58 -12.502 -20.667 -21.469
H59 -12.852 -21.144 -23.790
H60 -15.207 -20.594 -24.836
H61 -15.746 -20.271 -23.156
H62 -15.107 -24.182 -24.548
H63 -13.717 -23.154 -24.408
H64 -14.943 -22.729 -25.622
H65 -13.188 -19.000 -24.508
H66 -13.748 -18.410 -23.171
C25 -2.371 -26.363 -17.754
C26 -3.883 -25.972 -17.674
C27 -4.567 -25.902 -19.098
O7 -5.900 -25.395 -18.953
C28 -6.675 -25.471 -20.155
N7 -4.519 -27.074 -17.036
H67 -1.814 -25.575 -18.262
H68 -2.265 -27.285 -18.326
H69 -1.962 -26.641 -16.782
H70 -4.011 -25.025 -17.151
H71 -4.576 -26.880 -19.579
H72 -4.013 -25.163 -19.677
H73 -6.423 -24.600 -20.760
H74 -7.750 -25.455 -19.973
H75 -6.545 -26.364 -20.766
H76 -4.590 -27.915 -17.591
H77 -5.480 -26.765 -17.063
C29 -5.013 -21.698 -9.636
C30 -6.464 -21.905 -10.156
C31 -6.683 -21.524 -11.642
O8 -8.066 -21.599 -11.876
C32 -8.554 -21.277 -13.178
N8 -6.906 -23.259 -9.823
H78 -4.227 -22.425 -9.836
H79 -5.005 -21.674 -8.547
H80 -4.671 -20.716 -9.964
H81 -6.979 -21.255 -9.449
H82 -6.133 -22.194 -12.303
H83 -6.372 -20.487 -11.770
H84 -8.274 -20.252 -13.423
H85 -9.629 -21.323 -13.350
H86 -8.028 -21.926 -13.879
H87 -6.255 -24.010 -10.004
H88 -7.651 -23.463 -10.473
C33 -3.932 -27.577 -1.918
C34 -4.750 -28.686 -1.307
C35 -4.474 -29.010 0.208
O9 -5.303 -30.077 0.725
C36 -4.705 -31.353 0.437
N9 -6.197 -28.460 -1.287
H89 -4.434 -27.129 -2.775
H90 -2.988 -27.971 -2.294
H91 -3.790 -26.814 -1.153
H92 -4.570 -29.499 -2.010
H93 -4.563 -28.065 0.744
H94 -3.448 -29.325 0.398
H95 -3.794 -31.447 1.028
H96 -4.459 -31.472 -0.618
H97 -5.483 -32.105 0.573
H98 -6.574 -29.270 -0.815
H99 -6.384 -27.739 -0.605
C37 -0.373 -19.785 -0.158
C38 -0.571 -19.746 1.344
C39 0.761 -19.705 2.219
O10 1.747 -18.721 1.769
C40 2.637 -18.347 2.822
N10 -1.490 -18.714 1.783
H100 0.284 -20.591 -0.483
H101 0.032 -18.821 -0.466
H102 -1.294 -19.895 -0.730
H103 -1.118 -20.679 1.479
H104 1.157 -20.711 2.359
H105 0.474 -19.430 3.233
H106 2.302 -17.691 3.625
H107 3.532 -17.831 2.474
H108 2.993 -19.273 3.274
H109 -1.138 -17.801 1.532
H110 -2.296 -18.824 1.185
C41 -8.001 -12.544 -8.318
C42 -6.567 -12.681 -7.703
C43 -6.127 -14.174 -7.753
O11 -4.904 -14.307 -7.135
C44 -5.035 -14.378 -5.678
N11 -5.544 -11.860 -8.439
H111 -8.747 -13.126 -7.777
H112 -8.138 -12.869 -9.349
H113 -8.388 -11.528 -8.240
H114 -6.483 -12.345 -6.670
H115 -6.040 -14.491 -8.792
H116 -6.921 -14.763 -7.294
H117 -5.318 -13.438 -5.204
H118 -4.105 -14.670 -5.192
H119 -5.783 -15.108 -5.370
H120 -5.690 -10.913 -8.120
H121 -4.633 -12.182 -8.142
C45 -2.118 -30.674 -10.253
C46 -3.429 -30.935 -9.544
C47 -3.353 -31.279 -8.046
O12 -2.695 -32.495 -7.856
C48 -2.762 -33.077 -6.560
N12 -4.192 -29.744 -9.752
H122 -1.792 -29.652 -10.058
H123 -2.246 -30.787 -11.330
H124 -1.347 -31.356 -9.896
H125 -3.811 -31.760 -10.145
H126 -4.328 -31.111 -7.589
H127 -2.786 -30.544 -7.476
H128 -1.939 -32.713 -5.945
H129 -2.551 -34.137 -6.702
H130 -3.764 -32.990 -6.138
H131 -3.962 -29.454 -10.692
H132 -5.135 -30.105 -9.757
C49 -8.899 -22.090 -1.492
C50 -9.027 -21.512 -0.048
C51 -8.381 -22.412 1.035
O13 -8.985 -23.692 1.251
C52 -10.345 -23.555 1.664
N13 -8.499 -20.119 -0.023
H133 -9.386 -23.065 -1.463
H134 -7.854 -22.166 -1.794
H135 -9.447 -21.531 -2.250
H136 -10.096 -21.405 0.131
H137 -8.336 -21.934 2.014
H138 -7.369 -22.555 0.656
H139 -10.998 -23.160 0.886
H140 -10.465 -22.993 2.591
H141 -10.731 -24.522 1.988
H142 -8.715 -19.590 0.809
H143 -9.050 -19.617 -0.705
C53 2.469 -19.841 -14.693
C54 2.736 -18.421 -14.383
C55 1.464 -17.719 -13.938
O14 1.777 -16.334 -13.814
C56 0.668 -15.505 -13.485
N14 3.764 -18.277 -13.363
H144 3.404 -20.385 -14.826
H145 1.797 -19.951 -15.545
H146 1.969 -20.258 -13.819
H147 3.003 -17.952 -15.330
H148 1.156 -18.091 -12.961
H149 0.729 -17.889 -14.725
H150 -0.047 -15.285 -14.277
H151 1.097 -14.525 -13.274
H152 0.037 -15.849 -12.666
H153 3.585 -18.712 -12.469
H154 3.864 -17.284 -13.211
C57 -21.604 -19.450 -16.517
C58 -20.220 -18.900 -16.063
C59 -18.975 -19.662 -16.641
O15 -18.749 -20.954 -15.971
C60 -18.120 -20.825 -14.637
N15 -20.115 -17.471 -16.392
H155 -21.651 -19.565 -17.600
H156 -22.449 -18.832 -16.215
H157 -21.734 -20.402 -16.001
H158 -20.174 -18.996 -14.978
H159 -18.123 -18.996 -16.498
H160 -19.030 -19.756 -17.725
H161 -17.186 -20.265 -14.670
H162 -17.804 -21.823 -14.336
H163 -18.761 -20.308 -13.922
H164 -19.175 -17.157 -16.197
H165 -20.613 -16.956 -15.680
C61 -5.099 -17.675 -19.262
C62 -6.543 -17.197 -19.374
C63 -6.808 -15.819 -18.842
O16 -6.348 -15.670 -17.489
C64 -6.331 -14.328 -17.018
N16 -6.959 -17.222 -20.745
H166 -4.527 -16.893 -19.762
H167 -4.902 -18.595 -19.812
H168 -4.806 -17.819 -18.222
H169 -7.161 -17.927 -18.852
H170 -7.895 -15.832 -18.757
H171 -6.422 -15.045 -19.505
H172 -6.161 -14.270 -15.943
H173 -7.308 -13.900 -17.243
H174 -5.555 -13.735 -17.501
H175 -7.952 -17.041 -20.786
H176 -7.001 -18.216 -20.922

Results
Multiplicity: 1
Charge: 0
Frontier orbital gap (eV): 9.29
E (a.u.): -4623.35895
Energy relative to the best compared isomer or geometry (same formula, charge and spin) (eV): 8.8730

---

# 2
This record from the OMol25 dataset describes the molecule C5H7F2P at a distorted geometry. The level of theory is wB97M-V/def2-TZVPD.

Cartesian coordinates (Å):
C1 -1.484 1.689 -0.405
C2 -0.557 0.928 0.080
C3 0.251 -0.045 -0.548
C4 0.090 -0.820 -1.618
C5 1.878 -0.268 0.085
F1 2.562 0.745 -0.467
F2 2.564 -1.315 -0.389
P1 2.033 -0.039 1.955
H1 -1.973 2.495 0.203
H2 -1.654 1.697 -1.441
H3 -0.439 1.185 1.241
H4 0.831 -1.493 -1.923
H5 -0.706 -0.690 -2.332
H6 2.613 -1.326 2.235
H7 3.350 0.537 1.762

Results
Multiplicity: 1
Charge: 0
SMILES: C=CC(=C)C(F)(F)P
Frontier orbital gap (eV): 9.95
E (a.u.): -735.68422
Energy relative to the best compared isomer or geometry (same formula, charge and spin) (eV): 0.2576

---

# 3
This record from the OMol25 dataset describes Cl5Fe as an isolated structure at a distorted geometry. The level of theory is wB97M-V/def2-TZVPD.

Cartesian coordinates (Å):
Fe1 -0.459 -0.060 -0.371
Cl1 0.352 -3.587 1.066
Cl2 -2.415 0.546 2.313
Cl3 2.121 1.162 1.420
Cl4 -0.885 2.909 -1.531
Cl5 1.287 -0.971 -2.896

Results
Multiplicity: 6
<S²>: 8.769
Charge: -2
Frontier orbital gap (alpha / beta) (eV): 6.93 / 3.20
E (a.u.): -3564.64257
Energy relative to the best compared isomer or geometry (same formula, charge and spin) (eV): 6.3445

---

What did the third record say?
This record from the OMol25 dataset describes Cl5Fe as an isolated structure at a distorted geometry. The level of theory is wB97M-V/def2-TZVPD.

Cartesian coordinates (Å):
Fe1 -0.459 -0.060 -0.371
Cl1 0.352 -3.587 1.066
Cl2 -2.415 0.546 2.313
Cl3 2.121 1.162 1.420
Cl4 -0.885 2.909 -1.531
Cl5 1.287 -0.971 -2.896

Results
Multiplicity: 6
<S²>: 8.769
Charge: -2
Frontier orbital gap (alpha / beta) (eV): 6.93 / 3.20
E (a.u.): -3564.64257
Energy relative to the best compared isomer or geometry (same formula, charge and spin) (eV): 6.3445

---

- Which value of multiplicity does entry 3 give?
  6

---

- Look up the E of the first one.
  -4623.35895 a.u.